52
Properties=species:S:1:pos:R:3:nbo_charge:R:1 method="wB97M-V/def2-TZVPD" total_charge=-1 energy_ev=-56804.2973 e_homo_ev=-7.805 lumo_ev=1.9
P -0.344 0.241 0.403 2.604
F -0.585 -1.256 -0.152 -0.600
F 1.189 0.203 -0.141 -0.608
F -0.761 0.866 -1.030 -0.592
F -0.074 1.765 0.982 -0.612
F -1.851 0.374 0.893 -0.573
F 0.150 -0.363 1.805 -0.586
O -0.170 5.177 0.959 -0.961
H 0.395 4.395 0.946 0.489
H 0.343 5.849 0.500 0.476
O 1.145 0.837 -3.599 -0.971
H 0.336 0.631 -3.118 0.477
H 1.845 0.426 -3.070 0.497
O 2.697 -0.913 4.015 -0.968
H 2.212 -0.794 4.838 0.473
H 2.185 -1.581 3.536 0.496
O -0.709 -2.527 -3.486 -0.962
H -0.718 -2.775 -2.557 0.466
H -0.952 -1.592 -3.456 0.490
O 1.330 1.855 3.462 -0.974
H 0.666 1.906 2.763 0.479
H 1.812 1.039 3.273 0.485
O 2.332 2.947 0.026 -0.977
H 2.957 2.448 0.561 0.482
H 1.485 2.507 0.197 0.493
O -2.086 -2.773 1.983 -0.957
H -2.252 -3.688 1.742 0.472
H -1.706 -2.387 1.182 0.496
O 2.257 -2.416 0.975 -0.957
H 1.609 -3.097 0.777 0.462
H 1.736 -1.602 0.996 0.491
O 2.983 -1.004 -2.213 -0.964
H 2.604 -0.879 -1.334 0.492
H 3.452 -1.840 -2.158 0.476
O 1.289 3.640 -2.616 -0.987
H 1.814 3.402 -1.839 0.484
H 0.925 2.793 -2.913 0.485
O -3.479 -1.011 -1.011 -0.950
H -3.090 -0.388 -1.634 0.467
H -2.852 -0.971 -0.278 0.475
O -2.207 -0.011 -3.620 -0.958
H -2.521 -0.015 -4.530 0.481
H -2.559 0.803 -3.241 0.485
O -1.955 -3.860 -0.721 -0.940
H -2.730 -4.420 -0.835 0.477
H -1.220 -4.408 -1.017 0.466
O -2.780 3.858 0.959 -0.963
H -2.144 4.540 0.703 0.489
H -2.295 3.323 1.594 0.469
O 0.184 -2.855 3.810 -0.973
H 0.594 -3.691 3.572 0.456
H -0.486 -2.708 3.117 0.503